(1)
C28H45BrN2P2Tc as an isolated structure, computed with the ωB97M-V functional and the def2-TZVPD basis.

Geometry as XYZ:
```
79
Properties=species:S:1:pos:R:3:forces:R:3:lowdin_charge:R:1
N -7.829000 -2.297932 4.097909 -0.2087 -0.2557 0.0536 0.15
C -7.234952 -1.357084 4.834348 0.7214 0.9966 -0.0271 -0.04
C -6.398306 -0.391486 4.265286 -0.3613 -0.3531 0.8167 0.05
C -6.156117 -0.422007 2.870114 0.7582 0.8749 -0.5762 -0.16
C -6.801499 -1.427853 2.112741 -0.8437 -1.0739 0.0279 0.05
C -7.631448 -2.342084 2.781804 0.5491 0.5076 -1.0038 -0.05
C -5.234297 0.524205 2.273735 -1.2015 -0.8219 1.7019 0.05
Tc -0.030411 1.251052 -1.018950 1.0212 2.2426 -3.4199 1.05
P 4.656892 0.187700 -2.396871 -0.0937 0.1408 -0.1856 0.72
C -4.922051 0.592689 0.949269 0.3174 0.4020 -1.2860 0.05
C -3.828088 1.411445 0.445826 -0.1334 -0.3494 -0.0806 -0.19
C -3.352262 1.219747 -0.862646 0.2403 0.2533 -0.1783 0.01
C -2.086804 1.779196 -1.275788 -1.6757 0.3330 1.6558 -0.22
C -1.333786 2.319080 -0.152704 -1.1087 -0.4457 -0.9617 -0.25
C -1.890844 2.797295 1.023184 -0.8524 -0.0506 0.3974 -0.03
C -3.178144 2.336866 1.312132 1.0426 0.5636 -0.2303 0.04
Br 2.384607 -0.043479 -2.517846 0.4799 0.0673 -0.2797 0.54
H -4.763979 1.203925 2.987752 -0.0737 -0.2485 -0.2144 0.13
H -5.461410 -0.007375 0.211454 0.1860 0.0771 0.2762 0.14
H -5.940571 0.366552 4.898457 -0.0808 -0.1270 -0.1572 0.13
H -6.668992 -1.515821 1.035814 -0.0905 0.0068 0.2843 0.12
H -7.426032 -1.358723 5.912011 0.0063 -0.0630 -0.4158 0.14
H -8.147423 -3.126862 2.221056 0.1490 0.2487 0.2691 0.14
H -3.946786 0.654019 -1.583834 -0.0509 0.3141 0.1512 0.14
H -3.671166 2.641675 2.234830 0.2980 -0.0191 -0.2105 0.14
H -2.067050 2.224901 -2.286073 0.4558 -0.4047 0.0319 0.16
H -1.324379 3.449631 1.688012 -0.2688 -0.2250 -0.0054 0.13
P -0.456405 -0.889427 -0.642998 -1.6085 -4.1049 0.8124 0.83
C 4.875040 1.848689 -1.762080 -0.0080 0.2853 0.2149 -0.37
C 4.346074 2.953690 -2.684848 0.0647 0.1860 -0.1563 -0.12
H 5.954139 1.975410 -1.572836 -0.2060 -0.1195 -0.0653 0.12
H 4.366895 1.890182 -0.786352 0.2335 -0.1197 -0.1405 0.10
H 4.556160 3.927697 -2.226900 -0.0133 -0.2488 -0.1251 0.10
H 4.830046 2.941563 -3.669901 -0.1246 0.0063 0.2549 0.09
H 3.262293 2.880464 -2.823669 0.1737 -0.0182 -0.0269 0.05
C 5.212299 -0.032969 -4.091338 -0.5598 -0.1765 -0.4183 -0.36
C 6.687879 0.293458 -4.323252 0.6413 0.1620 0.1919 -0.09
H 4.565099 0.591647 -4.726569 0.1306 -0.1185 0.1826 0.10
H 5.005936 -1.082293 -4.355590 -0.0465 0.2328 0.0942 0.11
H 6.902086 0.216350 -5.395801 -0.1470 -0.0118 0.2338 0.11
H 6.952514 1.312753 -4.013590 -0.0825 -0.2188 -0.0677 0.09
H 7.352382 -0.411892 -3.809415 -0.1752 0.1892 -0.1400 0.08
C 5.228336 -1.098966 -1.284665 -0.4089 -0.4842 0.2595 -0.36
C 6.668809 -0.921260 -0.792994 0.5269 0.2582 0.0172 -0.09
H 5.117765 -2.056594 -1.818736 -0.0526 0.2605 0.0807 0.12
H 4.530505 -1.122149 -0.432699 0.1587 0.0440 -0.2018 0.09
H 6.895854 -1.708895 -0.065428 -0.1200 0.1315 -0.1999 0.10
H 7.399397 -1.008290 -1.606793 -0.2120 0.0286 0.2297 0.08
H 6.821610 0.040581 -0.287666 -0.0413 -0.2226 -0.1132 0.09
C 0.920402 -1.829054 0.126950 0.5194 0.5204 0.1008 -0.40
C 0.854627 -3.341547 -0.102099 -0.0966 -0.1518 -0.0743 -0.10
H 0.903331 -1.583559 1.198961 -0.0032 -0.0513 -0.2417 0.08
H 1.853068 -1.414658 -0.283362 -0.2404 -0.2274 0.2891 0.00
H 1.624612 -3.824951 0.510609 -0.1883 0.0915 -0.1226 0.10
H -0.114432 -3.769089 0.184611 0.2686 0.0635 -0.0403 0.08
H 1.052668 -3.602100 -1.148722 -0.0684 0.0318 0.2644 0.08
C -0.781036 -1.718809 -2.260214 0.2973 0.1497 0.0146 -0.36
C -1.403933 -0.795467 -3.302567 -0.1905 -0.2056 -0.3700 -0.14
H -1.442923 -2.571700 -2.049508 0.2725 0.1774 -0.0575 0.11
H 0.175501 -2.124110 -2.618564 -0.2366 0.0997 0.0703 0.07
H -1.301681 -1.263004 -4.290074 -0.1293 0.2448 0.1812 0.11
H -2.473697 -0.640173 -3.114413 0.2765 0.0587 -0.0831 0.08
H -0.911191 0.189710 -3.348508 -0.0476 -0.1862 -0.1362 0.03
C -1.901842 -1.457146 0.358301 -0.0727 0.4548 -0.0898 -0.33
C -1.799741 -1.117409 1.843409 -0.0493 0.0630 0.2314 -0.12
H -1.999746 -2.542789 0.204578 0.1203 0.3316 -0.0222 0.10
H -2.788637 -0.980239 -0.083902 0.2680 -0.3180 0.0754 0.06
H -2.770136 -1.295292 2.327683 0.3229 -0.0444 -0.0470 0.08
H -1.048569 -1.735450 2.354215 -0.2711 0.1509 -0.1082 0.09
H -1.546083 -0.060042 2.005667 -0.0351 -0.1775 -0.0533 0.05
C 0.286956 1.836732 4.005823 -0.5207 -0.1709 -0.0238 -0.05
C 1.509014 1.914697 3.073334 0.3029 -0.2500 0.7605 -0.16
C 1.212908 1.519455 1.719386 -0.2304 0.5457 -1.5861 -0.06
N 0.955817 1.362628 0.592679 1.9261 0.2244 3.9970 -0.02
H -0.514283 2.499571 3.657950 0.2190 -0.1143 0.1238 0.07
H 0.551632 2.135188 5.024880 0.1350 -0.0298 -0.2977 0.11
H -0.106737 0.813920 4.046698 0.1178 0.2099 0.0301 0.08
H 1.910288 2.939020 3.046289 0.0326 -0.2294 -0.1544 0.16
H 2.303426 1.246625 3.432994 -0.0032 0.2068 0.0196 0.15
```
Forces are in eV/Å.

Energy relative to the best compared isomer or geometry (same formula, charge and spin) (kcal/mol): 0.0
Highest occupied orbital energy (spin up / spin down) (Ha): -0.7001 / -0.6999
Total charge: +4
Max |F| (hartree/bohr): 0.087
Spin multiplicity: 4


(2)
A 2-piece molecular cluster, C28H45Cl3F9N4O3 overall, computed with the ωB97M-V functional and the def2-TZVPD basis.

Geometry as XYZ:
```
92
Properties=species:S:1:pos:R:3:forces:R:3:lowdin_charge:R:1
C -3.734094 -0.502893 2.645001 -0.3480 -0.5497 0.5224 -0.14
C -4.657587 0.773226 2.945666 0.2216 0.0012 -0.3461 -0.25
C -4.495644 1.971121 1.885079 0.1163 -0.2854 1.0310 -0.21
C -3.232231 2.847624 2.336628 -0.4303 0.8144 -0.5838 -0.21
C -2.505987 3.638738 1.126730 1.1103 0.3147 1.0955 -0.18
C -1.049245 2.977061 0.818143 -1.4811 -0.1169 1.0355 -0.18
C -1.302558 1.420531 0.553052 -0.1666 0.2541 0.6460 -0.10
C -0.215732 0.647494 -0.320951 -0.5457 0.8829 -0.3873 -0.40
O -0.658937 0.352259 -1.686156 0.7144 1.3132 1.8235 -0.16
C -1.135871 1.548242 -2.358783 -0.8260 0.0931 -2.1187 -0.14
C -2.726824 1.414916 -2.558796 0.4220 -0.5420 0.0357 -0.29
C -3.054184 -0.180439 -2.531176 -1.3569 0.9382 -0.1564 -0.07
C -3.282374 2.031630 -3.930786 -0.9054 -0.5244 -0.6041 -0.34
C -4.891196 2.223410 -3.719915 0.4999 -0.7244 -0.2367 -0.08
C -3.139787 1.036300 -5.200263 -0.8007 -0.1201 0.5210 -0.11
C 1.209320 1.328710 -0.449163 1.0842 -0.9584 -0.0354 0.00
C 2.115416 0.772760 0.745001 -0.9486 0.6896 1.1957 -0.26
N 3.310484 1.602995 1.052724 0.3463 -0.0319 0.7716 0.02
C 2.955907 2.989442 1.439281 -1.7323 3.4592 0.8928 -0.38
C 3.809295 4.193166 0.783815 0.4206 -0.2916 0.0424 0.01
O 2.037157 3.325031 2.209517 2.5354 -1.9868 -2.4280 0.08
C 4.053652 1.064577 2.247562 0.4986 -1.0370 3.8785 -0.34
C 5.459516 0.285097 2.107115 -1.1183 -0.5420 -0.3427 0.00
O 3.605918 1.151609 3.418471 1.0673 0.1119 -4.4310 0.07
N 2.520284 -0.627125 0.324177 -3.8478 -0.5656 0.3705 0.14
C 1.231315 -1.316360 0.066822 -0.4742 -0.2119 -0.0590 -0.17
N 1.255001 -2.581196 -0.381869 0.5730 1.4800 0.3539 0.10
C 2.487631 -3.359170 -0.692246 0.0434 -1.6996 0.0225 -0.11
C 2.081158 -4.383196 -1.889846 0.7903 1.0821 -0.6224 -0.03
C 2.925785 -5.725836 -1.883502 1.4938 1.6401 -1.3615 -0.30
F 2.769629 -6.364287 -3.141875 -0.0206 0.9056 3.0418 0.08
F 4.307485 -5.322730 -1.844008 -2.5728 -0.8837 0.0908 0.05
C 2.711029 -6.683724 -0.629914 2.1640 -1.6203 0.5030 -0.22
F 3.529406 -6.296780 0.477550 -1.9738 -0.2864 -2.4896 0.09
F 3.212681 -7.965674 -1.008375 -1.6520 2.7414 0.9064 0.10
C 1.224640 -6.792548 -0.068008 -0.2780 -1.1971 2.5897 -0.19
F 0.777504 -5.608815 0.603057 1.1161 -2.1458 -1.9870 0.08
F 1.275022 -7.777129 0.964196 0.1300 2.2231 -2.4361 0.10
C 0.117347 -7.306949 -1.104289 -3.2112 -1.9539 -0.1493 -0.32
F 0.613876 -8.016233 -2.194376 -0.8487 2.2430 2.4445 0.14
F -0.705436 -8.222106 -0.391215 1.9148 2.2484 -1.7439 0.10
F -0.781114 -6.283539 -1.523391 2.6758 -2.0575 0.6569 0.09
N -0.076282 -0.729020 0.315013 3.2491 -0.5825 -2.3186 0.17
H -2.680817 -0.434182 3.098003 -1.4994 0.0810 -0.7505 0.07
H -3.653454 -0.773896 1.539129 -0.1385 0.5573 1.3303 0.06
H -4.242743 -1.401068 3.153955 0.8972 1.2435 -0.7317 0.08
H -5.740772 0.418604 2.953969 1.4211 0.5288 0.1570 0.11
H -4.347495 1.160805 3.983767 -0.8151 -0.5395 -1.4699 0.12
H -4.416088 1.523352 0.839958 0.0694 0.6395 1.2258 0.09
H -5.431859 2.643189 1.893275 1.4429 -1.0659 -0.0244 0.12
H -3.630626 3.635586 3.072804 0.6103 -1.2257 -1.0151 0.12
H -2.455249 2.244145 2.916684 -1.0923 0.6179 -0.8366 0.10
H -3.156056 3.729977 0.197616 0.7928 -0.2386 1.1566 0.11
H -2.283643 4.689513 1.536949 -0.4156 -1.3899 -0.9273 0.11
H -0.484563 3.058223 1.819397 -0.4340 0.1260 -1.8447 0.11
H -0.536613 3.547482 -0.019917 -0.5502 -0.7977 1.1101 0.10
H -2.382218 1.317321 0.164150 1.9203 -0.2152 0.1457 0.10
H -1.320412 0.907285 1.585231 0.0921 0.7623 -1.6784 0.11
H -0.790962 2.528230 -1.898505 -0.5286 -1.3730 -0.2723 0.13
H -0.677946 1.518620 -3.419348 -0.5662 -0.0022 1.6199 0.15
H -3.278749 1.960825 -1.708693 0.8282 -0.9339 -1.1621 0.12
H -3.049941 -0.609080 -1.472679 0.2827 0.5382 -1.4956 0.07
H -4.141716 -0.277945 -2.898090 1.6695 -0.0663 0.5294 0.08
H -2.384204 -0.747871 -3.259898 -0.8655 0.7251 1.2395 0.09
H -2.776250 3.011505 -4.230256 -0.6659 -1.1943 0.7738 0.13
H -5.433702 1.713921 -4.597567 0.6878 1.1290 1.2509 0.08
H -5.188001 1.602432 -2.795969 0.2520 1.2911 -1.2801 0.08
H -5.197838 3.313109 -3.628160 0.3013 -1.4870 0.0040 0.08
H -2.128417 0.519136 -5.259001 -1.1902 0.8275 -0.1770 0.07
H -3.425992 1.587936 -6.167966 0.7725 -0.7543 1.4721 0.09
H -3.950389 0.226150 -5.076420 1.4213 1.0571 -0.2545 0.08
H 1.680283 0.912579 -1.418943 -0.7165 0.6179 1.4535 0.16
H 1.220580 2.455843 -0.571422 -0.2758 -1.4774 0.5900 0.13
H 1.516708 0.687532 1.730171 0.5265 0.1964 -1.5293 0.18
H 3.121205 4.949819 0.256371 0.7855 -1.3893 0.9072 0.10
H 4.353465 4.790697 1.604043 -0.9392 -1.0517 -1.0585 0.06
H 4.588602 3.831168 0.040127 -1.0631 0.3217 0.9658 0.08
H 5.748679 0.115099 1.021969 -0.1787 0.4714 1.4358 0.08
H 5.266267 -0.746637 2.586936 0.2837 1.5697 -0.6902 0.10
H 6.276412 0.765147 2.743939 -1.2738 -0.3800 -1.0636 0.10
H 2.912674 -1.153178 1.121843 0.1936 0.2714 -0.4319 0.14
H 0.348947 -3.055870 -0.525658 0.8395 0.3957 0.1731 0.16
H 2.751199 -3.962994 0.236094 -0.1461 0.8375 -1.1369 0.13
H 3.384105 -2.711153 -0.987399 -1.6367 -0.7292 0.4351 0.15
H 0.957176 -4.545857 -1.950924 1.4555 -0.1184 0.2671 0.12
H 2.369095 -3.825786 -2.857251 -0.4565 -1.1851 1.3164 0.16
H -0.772404 -1.299684 -0.204747 0.3282 0.3630 0.6767 0.15
C 4.647957 4.453570 4.986636 -0.0794 -0.0208 0.1093 -1.55
Cl 3.734931 4.504756 6.499589 0.0804 -0.0330 -0.2094 0.54
Cl 4.707924 6.058551 4.241145 -0.0140 -0.1292 -0.0069 0.53
Cl 6.282607 3.836158 5.266647 -0.1138 -0.0052 -0.0922 0.52
H 4.138927 3.776747 4.302722 0.0525 0.1125 0.1601 -0.02
```
Forces are in eV/Å.

Highest occupied orbital energy (Ha): -0.4656
Total charge: +1
Max |F| (hartree/bohr): 0.089


| no. | DFT total energy (eV) |
| --- | --- |
| 1 | -123522.2406 |
| 2 | -103881.0142 |